Record 1
{
  "formula": "C12H37IN2O7",
  "method": "the ωB97M-V functional and the def2-TZVPD basis",
  "largest_force_ha_per_bohr": 0.0523,
  "multiplicity": 1,
  "e_homo_ha": -0.2055,
  "e_lumo_ev": -2.474,
  "symbols": ["O", "H", "H", "H", "I", "C", "C", "C", "O", "C", "N", "H", "H", "H", "H", "H", "H", "H", "H", "H", "H", "H", "C", "C", "C", "O", "C", "N", "H", "H", "H", "H", "H", "H", "H", "H", "H", "H", "H", "C", "C", "O", "O", "H", "H", "H", "H", "H", "H", "C", "C", "O", "O", "H", "H", "H", "H", "H", "H"],
  "xyz": [[-11.7676, -38.8031, 26.8311], [-12.3863, -38.6786, 27.5545], [-11.8948, -39.6403, 26.3789], [-10.8813, -38.7038, 27.1862], [-14.6696, -35.5899, 31.1179], [-6.9191, -37.3546, 32.7576], [-6.5860, -38.4332, 31.7769], [-7.2981, -39.8019, 32.0399], [-6.6426, -40.9060, 31.3704], [-7.4990, -42.1200, 31.4020], [-7.0629, -37.8475, 30.4859], [-6.0506, -36.6991, 32.6944], [-6.9171, -37.5585, 33.8284], [-7.7312, -36.6710, 32.5101], [-5.5006, -38.5004, 31.7023], [-8.2697, -39.6391, 31.5734], [-7.6427, -39.9928, 33.0563], [-8.5610, -41.9197, 31.2602], [-7.3164, -42.6368, 32.3442], [-7.2399, -42.8334, 30.6196], [-6.5404, -37.0031, 30.3014], [-6.7442, -38.5163, 29.7995], [-15.1457, -34.9830, 15.1971], [-15.2088, -35.3743, 16.6785], [-13.8512, -35.6457, 17.2865], [-14.0351, -36.0727, 18.6271], [-14.5303, -37.3613, 18.8895], [-15.7229, -34.2686, 17.5074], [-14.2731, -34.3617, 14.9958], [-15.9689, -34.3831, 14.8091], [-15.0965, -35.7691, 14.4437], [-15.7803, -36.2945, 16.8000], [-13.2808, -34.7211, 17.3746], [-13.3749, -36.4720, 16.7588], [-14.9206, -37.2320, 19.8990], [-13.8163, -38.1430, 19.1487], [-15.3773, -37.7982, 18.3605], [-15.5991, -34.5523, 18.4688], [-16.6980, -34.3092, 17.2472], [-5.8753, -40.2040, 23.1708], [-6.5819, -39.7727, 21.8226], [-5.6714, -39.5382, 20.8199], [-6.8490, -40.4301, 24.1532], [-5.1787, -39.4269, 23.4856], [-5.2595, -41.0777, 22.9573], [-7.2041, -38.9091, 22.0579], [-7.2701, -40.5873, 21.5970], [-6.1167, -39.2052, 20.0373], [-6.4338, -40.8301, 24.9208], [-15.0492, -43.5960, 27.4002], [-14.8438, -43.5432, 25.8456], [-13.5816, -42.9541, 25.5323], [-14.6868, -42.3507, 27.9598], [-14.4777, -44.3930, 27.8759], [-16.0946, -43.7742, 27.6521], [-15.5892, -42.8908, 25.3909], [-15.0839, -44.4433, 25.2797], [-13.2212, -43.4994, 24.8292], [-14.6058, -42.4936, 28.9056]],
  "atomic_forces_ev_per_a": [[0.09, 0.69, -0.38], [-1.22, 0.26, 0.91], [-0.22, -0.95, -0.41], [1.06, 0.10, 0.18], [0.20, -0.26, -0.28], [1.17, 1.51, 1.32], [-0.91, -0.35, -0.31], [-0.38, 0.67, -1.44], [-1.55, -0.71, 0.31], [1.10, 0.84, 0.22], [0.07, -1.35, -0.04], [0.12, 0.43, 0.02], [-0.36, -0.62, -0.08], [-0.44, -0.67, -0.13], [0.07, -0.72, 0.41], [-0.30, -0.07, -0.48], [1.09, -0.18, 0.53], [-0.02, 0.45, 0.23], [-0.27, 0.10, 0.17], [0.52, 0.43, -0.20], [0.09, 0.22, 0.05], [-0.04, -0.01, -0.61], [0.32, 0.48, -0.57], [0.74, 0.60, -0.14], [-0.29, -1.26, -0.09], [0.18, -0.12, 0.11], [-0.54, -0.07, 2.31], [-0.54, -0.56, -1.39], [0.18, 0.11, 0.21], [-0.38, 0.12, 0.65], [0.16, -0.63, 0.52], [-0.31, -0.11, -0.08], [0.20, -0.18, -0.38], [0.58, 0.28, -0.38], [-0.51, 0.06, 0.18], [0.83, 0.02, -1.07], [0.21, 0.46, -0.83], [-0.31, 0.05, 0.23], [-0.51, 0.75, 0.73], [0.54, 0.70, -1.74], [-0.80, -0.73, 2.46], [1.06, 0.12, -0.52], [-0.62, -0.13, 0.11], [0.01, 0.28, -0.04], [-0.12, -0.31, 0.02], [-0.01, 0.31, -0.02], [-0.12, -0.22, -0.24], [-0.04, -0.01, 0.03], [0.07, -0.01, -0.03], [-0.10, -0.31, -1.00], [-0.94, 1.20, 0.75], [0.18, -0.76, -0.12], [0.34, 0.30, -0.14], [0.28, -0.17, -0.27], [-0.24, -0.25, -0.40], [-0.31, 0.51, 0.51], [0.66, -0.67, 0.61], [0.31, 0.13, -0.03], [-0.04, 0.20, 0.10]],
  "mulliken_charge": [-0.42, 0.47, 0.44, 0.46, -0.95, -1.57, 0.73, -0.83, -0.34, -0.70, -0.81, 0.39, 0.36, 0.40, 0.33, 0.33, 0.39, 0.30, 0.27, 0.26, 0.24, 0.23, -1.36, 0.65, -0.70, -0.35, -0.82, -0.76, 0.29, 0.36, 0.36, 0.14, 0.37, 0.33, 0.30, 0.31, 0.32, 0.29, 0.26, -0.37, -0.33, -0.50, -0.50, 0.28, 0.28, 0.27, 0.25, 0.31, 0.30, -0.36, -0.48, -0.50, -0.52, 0.32, 0.28, 0.25, 0.40, 0.30, 0.31]
}

Record 2
{
  "formula": "C17H23BCuN11S2",
  "method": "the ωB97M-V functional and the def2-TZVPD basis",
  "largest_force_ha_per_bohr": 0.0057,
  "multiplicity": 2,
  "e_homo_ha": [-0.3741, -0.3740],
  "total_charge": 1,
  "e_lumo_ev": [-2.598, -3.629],
  "symbols": ["Cu", "C", "C", "N", "N", "C", "B", "N", "C", "C", "C", "N", "N", "C", "C", "C", "N", "H", "H", "H", "H", "H", "H", "H", "H", "H", "H", "N", "N", "C", "N", "S", "H", "H", "H", "H", "H", "N", "C", "S", "N", "C", "C", "C", "C", "C", "C", "H", "H", "H", "H", "H", "H", "H", "H"],
  "xyz": [[0.0824, -0.6920, -0.0039], [-2.6596, 0.4814, -2.9060], [-1.4159, -0.0554, -2.5861], [-1.3348, -0.2594, -1.2743], [-2.5000, 0.1463, -0.7242], [-3.3096, 0.5943, -1.6907], [-2.7320, 0.0741, 0.8069], [-1.7668, 1.0304, 1.5145], [-2.0344, 2.1686, 2.1715], [-0.8389, 2.7570, 2.5330], [0.1319, 1.8920, 2.0275], [-0.4328, 0.8512, 1.4241], [-2.4324, -1.3881, 1.2348], [-3.2267, -2.2942, 1.8181], [-2.5440, -3.4951, 1.8981], [-1.3066, -3.2232, 1.3182], [-1.2486, -1.9519, 0.9263], [-3.0326, 0.7467, -3.8786], [-0.5853, -0.3023, -3.2269], [-4.2933, 0.9562, -1.4426], [-3.8635, 0.3562, 1.0658], [-3.0528, 2.4789, 2.3351], [-0.6950, 3.6761, 3.0718], [1.2066, 1.9913, 2.0573], [-4.2211, -2.0218, 2.1292], [-2.8949, -4.4265, 2.3043], [-0.4820, -3.8981, 1.1425], [1.6056, -1.4287, 1.2910], [2.8277, -1.6692, 0.6559], [3.0940, -1.0577, -0.5177], [4.3151, -1.2461, -1.0156], [1.9686, -0.0699, -1.3012], [1.6944, -0.7169, 2.0142], [1.2606, -2.2842, 1.7144], [3.5498, -2.1304, 1.1889], [5.0032, -1.8322, -0.5720], [4.5264, -0.8714, -1.9247], [2.2054, 3.9512, -1.1502], [0.8712, 4.1276, -1.3723], [-0.1356, 2.8096, -1.4821], [0.4999, 5.4277, -1.4167], [-0.7844, 6.0119, -1.5808], [-0.9994, 7.2268, -0.9354], [-2.2026, 7.8943, -1.0812], [-3.2066, 7.3515, -1.8699], [-2.9845, 6.1462, -2.5157], [-1.7794, 5.4704, -2.3851], [2.5330, 3.0069, -1.2576], [2.8590, 4.6869, -1.3668], [1.2052, 6.0946, -1.1424], [-0.2204, 7.6484, -0.3096], [-2.3547, 8.8374, -0.5735], [-4.1502, 7.8671, -1.9855], [-3.7559, 5.7207, -3.1447], [-1.6170, 4.5390, -2.9011]],
  "atomic_forces_ev_per_a": [[0.16, -0.15, 0.20], [-0.02, -0.02, 0.03], [-0.01, -0.06, -0.01], [0.01, 0.22, 0.00], [0.04, -0.02, -0.07], [-0.03, -0.02, 0.01], [-0.16, -0.09, -0.04], [0.10, 0.07, 0.09], [-0.01, 0.03, 0.03], [-0.03, -0.02, -0.02], [0.01, -0.01, 0.03], [0.07, 0.01, -0.11], [0.09, 0.03, -0.04], [0.00, -0.02, 0.00], [-0.03, 0.08, 0.01], [-0.03, -0.07, 0.00], [0.05, 0.02, -0.04], [0.01, 0.00, 0.00], [0.00, 0.02, -0.01], [0.00, 0.01, -0.03], [-0.03, 0.00, -0.01], [0.01, 0.00, 0.00], [0.00, 0.00, 0.00], [0.00, 0.00, -0.01], [0.00, -0.02, 0.01], [0.00, 0.00, 0.00], [0.01, 0.02, 0.00], [-0.09, 0.06, -0.02], [-0.03, -0.05, 0.06], [-0.07, 0.02, -0.05], [0.07, -0.01, -0.03], [-0.09, -0.10, 0.07], [-0.01, 0.00, 0.00], [-0.03, 0.00, -0.03], [0.06, 0.04, -0.04], [0.00, 0.01, 0.00], [0.00, 0.01, 0.01], [0.07, 0.04, -0.01], [-0.09, 0.07, 0.12], [-0.05, -0.04, -0.08], [0.03, 0.00, -0.04], [-0.04, 0.01, 0.04], [0.01, -0.05, 0.02], [-0.03, 0.01, 0.00], [0.01, 0.03, 0.02], [-0.01, -0.07, -0.04], [0.04, 0.05, 0.02], [0.00, -0.01, 0.00], [-0.01, 0.00, -0.03], [0.02, -0.01, -0.02], [0.01, -0.01, 0.00], [0.00, 0.00, 0.00], [0.00, 0.00, 0.00], [0.00, 0.01, 0.00], [0.02, -0.03, -0.01]],
  "mulliken_spin": [0.67, 0.01, 0.01, 0.09, 0.01, 0.00, -0.01, 0.00, 0.00, 0.00, 0.00, 0.01, 0.00, 0.00, 0.00, 0.01, 0.06, 0.00, 0.00, 0.00, 0.00, 0.00, 0.00, 0.00, 0.00, 0.00, 0.00, 0.07, 0.00, -0.01, 0.01, 0.10, -0.01, -0.01, 0.00, 0.00, 0.00, 0.00, 0.00, 0.00, 0.00, 0.00, 0.00, 0.00, 0.00, 0.00, 0.00, 0.00, 0.00, 0.00, 0.00, 0.00, 0.00, 0.00, 0.00]
}

Q: Which formula does entry 1 have?
A: C12H37IN2O7